Molecular formula: C20H64BO14PtS
Method: DFT, ωB97M-V/def2-TZVPD

Last column: Mulliken spin population.
Geometry (Å):
Pt1 1.252 -1.544 -1.631  0.963
B1 -1.506 0.539 -0.513  0.016
H1 -1.801 -0.492 -0.635  -0.001
H2 -0.616 0.621 0.091  0.002
H3 -1.312 0.990 -1.474  0.000
H4 -2.296 1.081 -0.017  0.008
S1 1.434 -3.755 -5.473  -0.066
O1 2.227 -3.886 -4.294  0.425
O2 0.949 -5.064 -5.871  0.049
O3 0.440 -2.826 -4.982  0.485
O4 2.137 -3.119 -6.559  0.118
C1 0.793 -7.564 0.247  0.000
C2 -0.229 -6.512 -0.152  0.000
O5 0.322 -5.342 0.370  0.001
H5 0.998 -7.443 1.310  0.000
H6 1.738 -7.489 -0.291  0.000
H7 0.406 -8.577 0.138  0.000
H8 -1.234 -6.667 0.240  0.000
H9 -0.450 -6.511 -1.219  0.000
H10 0.699 -5.497 1.239  0.000
C3 -2.505 2.715 -8.625  0.000
C4 -1.770 1.575 -7.942  0.000
O6 -0.732 1.157 -8.873  0.000
H11 -3.369 2.886 -7.983  0.000
H12 -2.774 2.483 -9.656  0.000
H13 -1.942 3.648 -8.608  0.000
H14 -2.512 0.816 -7.694  0.000
H15 -1.410 1.943 -6.982  0.000
H16 -0.197 0.525 -8.388  0.000
C5 -6.182 -2.369 -4.293  0.000
C6 -5.434 -3.621 -3.940  0.000
O7 -4.522 -3.860 -4.973  0.000
H17 -6.872 -2.510 -5.125  0.000
H18 -5.533 -1.511 -4.468  0.000
H19 -6.828 -2.103 -3.456  0.000
H20 -6.071 -4.505 -3.910  0.000
H21 -4.942 -3.513 -2.974  0.000
H22 -3.858 -3.176 -4.853  0.000
C7 -4.968 -1.552 4.077  0.000
C8 -5.811 -0.406 3.570  0.000
O8 -5.979 -0.510 2.152  0.000
H23 -4.568 -1.303 5.061  0.000
H24 -4.131 -1.892 3.467  0.000
H25 -5.623 -2.410 4.221  0.000
H26 -5.215 0.503 3.651  0.000
H27 -6.797 -0.317 4.026  0.000
H28 -5.098 -0.402 1.784  0.000
C9 -3.960 6.243 -2.692  0.000
C10 -4.974 5.273 -2.166  0.000
O9 -4.796 4.067 -2.881  0.000
H29 -3.958 6.382 -3.773  0.000
H30 -2.937 5.948 -2.457  0.000
H31 -4.070 7.255 -2.302  0.000
H32 -5.991 5.665 -2.172  0.000
H33 -4.743 5.048 -1.124  0.000
H34 -4.005 3.608 -2.588  0.000
C11 6.756 2.931 4.116  0.000
C12 5.339 3.365 4.572  0.000
O10 4.438 2.564 3.859  0.000
H35 7.532 3.477 4.652  0.000
H36 6.868 3.047 3.038  0.000
H37 6.891 1.869 4.317  0.000
H38 5.118 4.409 4.350  0.000
H39 5.183 3.177 5.634  0.000
H40 3.536 2.759 4.123  0.000
C13 2.485 -2.376 6.796  0.000
C14 1.388 -2.908 5.868  0.000
O11 1.798 -4.119 5.304  0.000
H41 2.078 -1.576 7.414  0.000
H42 3.427 -2.133 6.304  0.000
H43 2.721 -3.161 7.515  0.000
H44 1.253 -2.290 4.981  0.000
H45 0.462 -2.994 6.437  0.000
H46 1.989 -4.823 5.927  0.000
C15 4.665 3.994 -2.829  0.000
C16 3.349 3.362 -3.293  0.000
O12 3.459 1.950 -3.265  0.001
H47 4.930 3.669 -1.822  0.000
H48 4.614 5.081 -2.893  0.000
H49 5.513 3.745 -3.466  0.000
H50 2.987 3.598 -4.294  0.000
H51 2.530 3.618 -2.621  0.000
H52 4.099 1.783 -3.961  0.000
C17 -0.900 3.792 7.753  0.000
C18 -1.611 3.300 6.522  0.000
O13 -0.808 3.637 5.404  0.000
H53 -1.473 3.450 8.615  0.000
H54 -0.775 4.874 7.808  0.000
H55 0.092 3.343 7.805  0.000
H56 -2.600 3.758 6.532  0.000
H57 -1.719 2.219 6.610  0.000
H58 -1.243 3.243 4.644  0.000
C19 7.016 -1.705 -0.201  0.000
C20 6.011 -2.212 0.826  0.000
O14 4.859 -1.415 0.769  0.000
H59 7.263 -0.657 -0.030  0.000
H60 6.639 -1.762 -1.223  0.000
H61 7.892 -2.354 -0.199  0.000
H62 6.350 -2.242 1.862  0.000
H63 5.826 -3.272 0.653  0.000
H64 4.902 -0.739 1.450  0.000

Its maximum force is 5.52 eV/Å. For the LUMO energy (alpha / beta), the calculation gives -0.9 / -0.7 eV. The expectation value of S² is 2.02. The HOMO-LUMO gap (alpha / beta) comes out at 5.4 / 5.3 eV. As for the net charge: -1. The value obtained for the electronic energy is -2395.63363 Eh. The spin multiplicity is 3.